No. 1
Computed, not measured: C24H18N8Zn as an isolated structure, with the ωB97M-V functional and the def2-TZVPD basis.

CARTESIAN COORDINATES (ANGSTROEM)
Zn 1.211 -0.132 -0.319
N 0.869 -3.505 -3.134
C 1.190 -2.338 -2.610
N 0.984 -2.006 -1.359
C 0.377 -2.939 -0.505
N 0.235 -2.702 0.763
N 0.679 -1.454 1.093
C 1.066 -1.189 2.274
C 1.626 0.157 2.503
C 1.819 0.658 3.773
C 2.313 1.950 3.914
C 2.600 2.689 2.781
C 2.393 2.111 1.539
N 1.928 0.870 1.396
C -0.077 -4.207 -1.054
C -0.760 -5.156 -0.287
C -1.137 -6.351 -0.857
C -0.832 -6.622 -2.193
C -0.160 -5.697 -2.966
C 0.208 -4.491 -2.387
H 1.083 -3.688 -4.104
H 1.652 -1.615 -3.273
H 1.018 -1.925 3.071
H 1.577 0.051 4.635
H 2.465 2.370 4.899
H 2.985 3.696 2.849
H 2.617 2.653 0.629
H -0.975 -4.931 0.747
H -1.669 -7.086 -0.269
H -1.126 -7.566 -2.631
H 0.075 -5.906 -4.003
N 5.994 5.784 -7.693
C 5.291 5.230 -6.975
C 4.413 4.523 -6.078
C 4.891 3.424 -5.369
C 4.051 2.730 -4.519
C 2.736 3.145 -4.369
C 2.253 4.242 -5.062
C 3.092 4.929 -5.921
N 1.858 2.430 -3.480
C 0.485 2.356 -3.577
C 0.064 1.574 -2.554
N 1.166 1.172 -1.822
C 2.227 1.707 -2.413
H 5.917 3.108 -5.495
H 4.430 1.856 -4.004
H 1.237 4.590 -4.925
H 2.722 5.788 -6.463
H -0.075 2.839 -4.358
H -0.942 1.293 -2.291
H 3.243 1.620 -2.064

Results
Total charge = +2
2S+1 = 1
E = -3142.3062 Ha
Kohn-Sham gap = 0.27762 Eh


No. 2
Computed, not measured: a single C4H7OP molecule at a distorted geometry, with the ωB97M-V functional and the def2-TZVPD basis.

CARTESIAN COORDINATES (ANGSTROEM)
C -1.420 -0.736 0.330
C -1.190 -1.913 -0.205
C -0.884 0.654 -0.089
C 0.486 0.851 -0.546
O 3.115 0.086 0.031
P 1.761 -0.363 0.268
H -2.129 -0.573 1.070
H -0.594 -2.508 -0.871
H -1.712 0.842 -0.750
H -0.816 1.335 0.736
H 0.734 0.781 -1.559
H 0.903 1.734 -0.177
H 1.746 -0.191 1.763

Results
Relative energy (zero: lowest compared OMol25 entry of this formula, charge and spin) = 111.04 kcal/mol
2S+1 = 1
E = -573.0183 Ha
Kohn-Sham gap (alpha / beta) = 0.28100 / 0.30065 Eh


No. 3
Computed, not measured: C26H38B2N3O21Tl as an isolated structure at a distorted geometry, with the ωB97M-V functional and the def2-TZVPD basis.

CARTESIAN COORDINATES (ANGSTROEM)
Tl -0.026 0.220 0.237
N 1.033 -2.947 0.962
O 1.314 -4.031 1.399
O 1.578 -2.477 -0.068
O 0.159 -2.225 1.544
O -2.330 1.839 0.324
C -3.372 1.954 -0.255
O -4.475 1.301 -0.032
B -5.563 1.774 -0.947
O -4.963 2.889 -1.682
C -3.700 3.054 -1.332
O -2.945 3.892 -1.698
O -6.741 2.178 -0.185
C -7.762 1.359 -0.453
O -8.837 1.378 0.050
C -7.262 0.341 -1.514
O -5.989 0.635 -1.779
O -7.884 -0.577 -1.945
O 0.510 2.817 0.898
C 0.841 3.630 1.723
O 0.105 4.452 2.417
B 0.975 5.229 3.334
O 2.366 4.941 2.874
C 2.326 3.981 1.991
O 3.269 3.483 1.417
O 0.715 4.864 4.729
C 0.128 5.876 5.350
O -0.418 5.886 6.408
C 0.186 7.107 4.382
O 0.747 6.677 3.258
O -0.222 8.194 4.604
C -4.526 -2.179 -1.095
C -3.104 -2.222 -0.527
C -2.620 -3.638 -0.200
C -2.140 -4.415 -1.414
C -1.075 -3.612 -2.171
C -1.541 -2.199 -2.544
N -2.103 -1.567 -1.373
O -2.429 -0.239 -1.583
C -0.294 -1.431 -2.962
C -2.481 -2.258 -3.767
C -3.115 -1.453 0.815
H -4.956 -1.170 -1.099
H -5.205 -2.823 -0.547
H -4.545 -2.426 -2.163
H -1.828 -3.525 0.548
H -3.394 -4.210 0.314
H -2.944 -4.646 -2.116
H -1.665 -5.334 -1.069
H -0.868 -4.105 -3.125
H -0.149 -3.618 -1.594
H -0.536 -0.380 -3.157
H 0.543 -1.544 -2.279
H 0.033 -1.770 -3.946
H -3.085 -3.165 -3.772
H -3.139 -1.390 -3.850
H -1.899 -2.275 -4.685
H -3.602 -0.483 0.799
H -2.095 -1.401 1.205
H -3.617 -2.057 1.578
H -3.243 -0.238 -2.125
C 2.753 -0.539 2.611
C 3.912 -0.232 1.674
C 4.758 -1.531 1.580
C 5.698 -1.622 0.394
C 4.867 -1.417 -0.893
C 4.152 -0.070 -0.895
N 3.410 0.098 0.333
O 2.678 1.279 0.330
C 5.161 1.054 -1.182
C 3.157 -0.138 -2.074
C 4.807 0.900 2.227
H 2.114 0.351 2.691
H 3.069 -0.710 3.640
H 2.184 -1.398 2.278
H 5.369 -1.511 2.491
H 4.158 -2.430 1.737
H 6.093 -2.633 0.296
H 6.488 -0.879 0.505
H 4.125 -2.216 -0.848
H 5.538 -1.497 -1.745
H 6.112 0.929 -0.665
H 5.347 1.087 -2.252
H 4.799 2.040 -0.879
H 2.473 -0.975 -1.948
H 2.551 0.767 -2.145
H 3.748 -0.268 -2.976
H 5.303 0.608 3.144
H 4.203 1.802 2.367
H 5.536 1.232 1.484
H 3.296 1.996 0.612

Results
2S+1 = 1
E = -2980.0583 Ha
Kohn-Sham gap = 0.07227 Eh


No. 4
Computed, not measured: C38H35N5O3P2Se2Ti as an isolated structure, with the ωB97M-V functional and the def2-TZVPD basis.

CARTESIAN COORDINATES (ANGSTROEM)
Ti -0.065 0.283 -2.740
Se 1.272 -0.148 3.970
P 0.331 -1.746 2.967
C 1.188 -3.324 3.206
C 0.539 -4.472 3.640
C 1.256 -5.651 3.806
C 2.612 -5.684 3.532
C 3.262 -4.535 3.098
C 2.555 -3.357 2.943
C -1.391 -2.058 3.439
C -1.846 -1.674 4.693
C -3.135 -2.002 5.090
C -3.969 -2.704 4.233
C -3.520 -3.076 2.972
C -2.232 -2.757 2.574
C 0.291 -1.558 1.182
C -0.085 -0.500 0.359
N 0.119 -0.927 -0.910
N 0.578 -2.168 -0.865
N 0.683 -2.569 0.379
P -0.747 1.143 0.575
Se -1.749 1.736 -1.237
C 0.620 2.263 0.943
C 1.923 1.791 1.050
C 2.964 2.685 1.258
C 2.704 4.042 1.366
C 1.401 4.516 1.256
C 0.361 3.630 1.037
C -1.895 1.170 1.967
C -1.595 1.806 3.167
C -2.539 1.835 4.183
C -3.770 1.224 4.007
C -4.066 0.576 2.814
C -3.134 0.552 1.794
H -0.521 -4.457 3.855
H 0.747 -6.543 4.149
H 3.168 -6.604 3.658
H 4.323 -4.558 2.885
H 3.061 -2.455 2.623
H -1.187 -1.115 5.347
H -3.489 -1.704 6.068
H -4.974 -2.958 4.544
H -4.172 -3.620 2.300
H -1.873 -3.057 1.597
H 2.124 0.730 0.978
H 3.977 2.315 1.341
H 3.517 4.736 1.538
H 1.198 5.576 1.337
H -0.653 3.997 0.924
H -0.627 2.259 3.317
H -2.304 2.328 5.116
H -4.502 1.245 4.804
H -5.024 0.091 2.680
H -3.367 0.072 0.851
O -1.116 0.576 -6.718
C -0.957 0.298 -5.548
O -0.235 0.930 -4.686
C -1.651 -0.945 -4.985
C -2.461 -1.732 -5.783
C -3.040 -2.861 -5.230
C -2.783 -3.169 -3.904
C -1.965 -2.329 -3.170
N -1.414 -1.234 -3.698
H -2.608 -1.436 -6.812
H -3.679 -3.498 -5.827
H -3.205 -4.047 -3.436
H -1.722 -2.532 -2.136
O 1.779 1.244 -2.336
C 2.293 2.365 -2.300
C 1.500 3.628 -2.303
C 1.277 3.926 -3.810
C 2.509 3.823 -4.732
C 3.077 2.403 -4.939
C 4.048 1.947 -3.836
N 3.635 2.508 -2.531
H 2.065 4.431 -1.823
H 0.545 3.499 -1.795
H 0.862 4.932 -3.887
H 0.519 3.233 -4.186
H 3.301 4.506 -4.397
H 2.192 4.198 -5.706
H 3.596 2.355 -5.898
H 2.235 1.709 -5.010
H 5.059 2.309 -4.022
H 4.089 0.863 -3.762
H 3.914 3.475 -2.454

Results
Relative energy (zero: lowest compared OMol25 entry of this formula, charge and spin) = 0.00 kcal/mol
⟨S²⟩ = 2.004
2S+1 = 3
E = -8303.7824 Ha
Kohn-Sham gap (alpha / beta) = 0.24027 / 0.30319 Eh